Entry 1:
Formula: C8H10O
Source: the OMol25 dataset
Level of theory: ωB97M-V/def2-TZVPD

CARTESIAN COORDINATES (ANGSTROEM)
C1 -2.098 -0.298 0.712
C2 -0.841 -1.082 0.715
O1 1.443 -1.115 0.901
H1 3.338 -1.235 1.047
C3 -1.759 0.718 -1.406
C4 0.823 0.857 -1.917
H2 2.555 -0.135 2.384
H3 1.337 -0.147 -1.969
C5 -0.408 0.817 -1.545
H4 -2.764 -0.430 1.611
H5 -3.347 1.268 0.067
C6 2.628 -0.436 1.249
C7 0.311 -0.451 0.800
H6 -0.912 -2.158 0.922
H7 -2.404 0.619 -2.252
C8 -2.500 0.589 -0.166
H8 1.387 1.764 -2.106
H9 0.314 0.558 0.466
H10 2.898 0.297 0.488

Output
Energy above the lowest of the compared OMol25 structures with the same formula, charge and spin, eV: 2.7237
Molecular weight, g/mol: 122.167
Gap between HOMO and LUMO (alpha / beta), Ha: 0.1975 / 0.2308
Energy, a.u.: -385.75013
Spin multiplicity: 3
⟨S²⟩: 2.0321
LUMO energy (alpha / beta), eV: 0.91 / -2.14
E_HOMO (alpha / beta), eV: -4.47 / -8.41

Results of the Mulliken charge analysis, in e, for atoms 1 through 4:
1. C -0.44
2. C -0.44
3. O -0.34
4. H 0.26



Entry 2:
Formula: C8H10O2S2
Source: the OMol25 dataset
Level of theory: ωB97M-V/def2-TZVPD

CARTESIAN COORDINATES (ANGSTROEM)
H1 -1.918 0.533 2.633
H2 1.341 -1.229 -2.332
O1 4.053 0.707 -0.896
S1 -1.163 2.545 0.231
H3 2.033 0.569 -2.353
C1 -1.113 1.023 0.794
C2 1.410 -0.140 -1.878
H4 -2.179 -0.607 -1.996
H5 -0.943 -1.849 1.122
C3 -1.346 -0.210 -0.094
C4 -0.525 -1.426 0.184
S2 3.246 0.376 0.268
H6 -0.109 0.109 2.578
O2 1.370 -1.042 1.686
H7 -0.614 -2.187 -0.747
C5 1.730 -0.203 -0.417
H8 -2.766 0.947 -1.148
C6 -0.904 0.856 2.276
C7 -2.139 0.007 -1.112
H9 -0.779 1.860 2.649
C8 0.887 -0.886 0.568
H10 0.430 0.247 -2.016

Output
Energy above the lowest of the compared OMol25 structures with the same formula, charge and spin, eV: 3.6842
Molecular weight, g/mol: 202.300
Gap between HOMO and LUMO (alpha / beta), Ha: 0.2596 / 0.2594
Energy, a.u.: -1257.55835
Spin multiplicity: 1
LUMO energy (alpha / beta), eV: -1.65 / -1.66
E_HOMO (alpha / beta), eV: -8.72 / -8.72

Results of the Mulliken charge analysis, in e, for atoms 1 through 4:
1. H 0.29
2. H 0.22
3. O -0.49
4. S -0.19



Entry 3:
Formula: C8H10O4P2
Source: the OMol25 dataset
Level of theory: ωB97M-V/def2-TZVPD

CARTESIAN COORDINATES (ANGSTROEM)
H1 -3.195 0.148 -1.571
O1 0.154 1.880 -1.258
C1 0.724 -1.770 3.187
H2 1.999 -3.325 2.793
O2 -1.572 0.198 -0.344
C2 1.744 -2.437 2.381
O3 0.557 1.900 1.578
H3 -3.341 1.039 0.043
H4 1.185 -2.056 -0.889
H5 2.617 -3.013 0.654
C3 1.901 -2.409 1.057
H6 -1.145 3.138 -2.381
P1 -0.274 0.360 -1.214
H7 0.254 -2.350 3.998
C4 -0.011 2.749 -2.404
H8 0.633 3.576 -2.440
O4 -0.371 -0.330 -2.523
C5 1.263 -1.596 0.046
C6 0.774 -0.370 0.050
C7 0.412 -0.470 3.021
H9 -2.504 1.766 -1.279
H10 0.203 2.154 -3.335
C8 -2.788 0.753 -0.833
P2 0.781 0.464 1.663

Output
Energy above the lowest of the compared OMol25 structures with the same formula, charge and spin, eV: 0.0000
Molecular weight, g/mol: 232.112
Gap between HOMO and LUMO (alpha / beta), Ha: 0.2840 / 0.2841
Energy, a.u.: -1294.42679
Spin multiplicity: 1
LUMO energy (alpha / beta), eV: -0.75 / -0.75
E_HOMO (alpha / beta), eV: -8.48 / -8.48

Results of the Mulliken charge analysis, in e, for atoms 1 through 4:
1. H 0.30
2. O -0.17
3. C -0.15
4. H 0.37



Entry 4:
Formula: C8H10OP2S
Source: the OMol25 dataset
Level of theory: ωB97M-V/def2-TZVPD

CARTESIAN COORDINATES (ANGSTROEM)
H1 3.729 -1.573 0.611
H2 -1.395 2.947 -1.257
C1 3.242 -0.510 0.325
P1 -1.558 2.141 -0.093
H3 3.831 0.320 0.799
H4 3.418 -0.581 -0.713
C2 0.655 -1.319 0.276
C3 1.216 1.087 0.288
H5 1.775 -0.411 1.864
C4 1.763 -0.310 0.733
C5 -0.563 -0.424 0.106
H6 -1.122 3.309 0.563
P2 -4.933 -0.521 0.316
C6 -3.323 0.348 0.036
C7 -3.196 1.674 0.152
C8 -0.219 0.889 0.123
H7 -5.695 -0.275 -0.789
H8 0.816 -1.877 -0.568
H9 -5.243 0.737 0.942
O1 1.819 2.143 0.234
S1 -2.155 -1.005 -0.100
H10 0.340 -2.061 1.055

Output
Energy above the lowest of the compared OMol25 structures with the same formula, charge and spin, eV: 2.5254
Molecular weight, g/mol: 216.182
Gap between HOMO and LUMO, Ha: 0.2938
Energy, a.u.: -1466.80480
Spin multiplicity: 1
LUMO energy, eV: -0.23
E_HOMO, eV: -8.22

Results of the Mulliken charge analysis, in e, for atoms 1 through 4:
1. H 0.32
2. H 0.10
3. C -1.42
4. P 0.19



Entry 5:
Formula: C8H10S
Source: the OMol25 dataset
Level of theory: ωB97M-V/def2-TZVPD

CARTESIAN COORDINATES (ANGSTROEM)
H1 1.391 1.846 0.405
H2 -1.363 0.311 -1.735
C1 -1.400 -0.523 -1.034
C2 -0.873 -2.008 0.832
H3 -1.400 1.481 1.136
H4 -2.242 -1.172 -1.197
C3 1.077 0.160 -0.758
S1 2.552 -0.479 0.226
H5 3.291 0.473 -0.150
C4 -0.510 0.717 1.032
H6 0.227 -3.250 -0.571
C5 -1.088 -0.514 0.432
C6 -0.007 -0.919 -0.722
C7 0.074 -2.340 -0.070
H7 -1.021 -2.296 1.847
C8 0.475 1.365 0.041
H8 -0.283 0.428 2.010
H9 -0.130 2.096 -0.417
H10 1.627 0.298 -1.727

Output
Energy above the lowest of the compared OMol25 structures with the same formula, charge and spin, eV: 5.2782
Molecular weight, g/mol: 138.235
Gap between HOMO and LUMO, Ha: 0.3247
Energy, a.u.: -708.83398
Spin multiplicity: 1
LUMO energy, eV: 0.79
E_HOMO, eV: -8.04

Results of the Mulliken charge analysis, in e, for atoms 1 through 4:
1. H 0.34
2. H 0.26
3. C -0.75
4. C -0.55



Entry 6:
Formula: C8H10S2
Source: the OMol25 dataset
Level of theory: ωB97M-V/def2-TZVPD

CARTESIAN COORDINATES (ANGSTROEM)
C1 -2.021 -2.080 -0.080
C2 2.357 -1.363 -0.055
H1 -0.655 3.767 -0.379
C3 0.060 2.937 0.051
C4 1.097 -1.799 0.099
H2 1.010 3.228 -0.405
H3 -1.823 -2.873 0.636
H4 -0.114 3.077 1.107
C5 0.212 -0.792 0.445
C6 -1.212 -0.875 0.134
H5 0.171 1.349 -1.348
C7 -0.084 1.482 -0.344
H6 3.195 -1.878 -0.615
H7 -3.055 -1.840 -0.093
H8 0.665 0.965 1.603
H9 -1.858 -2.323 -1.158
C8 0.783 0.558 0.571
S1 -1.834 0.782 0.012
H10 0.617 -2.734 -0.159
S2 2.489 0.411 -0.022

Output
Energy above the lowest of the compared OMol25 structures with the same formula, charge and spin, eV: 0.2867
Molecular weight, g/mol: 170.302
Gap between HOMO and LUMO, Ha: 0.2759
Energy, a.u.: -1107.13796
Spin multiplicity: 1
LUMO energy, eV: 0.51
E_HOMO, eV: -7.00

Results of the Mulliken charge analysis, in e, for atoms 1 through 4:
1. C -1.41
2. C -0.46
3. H 0.30
4. C -1.25



Q: Which of these has the highest molecular weight?
A: C8H10O4P2